1.
DFT (ωB97M-V with the def2-TZVPD basis set) results for an isolated ion of composition C5H6N and charge +1 in a non-equilibrium geometry.

Each line ends with the Löwdin charge.
Cartesian coordinates (Å):
C1 0.512 -1.512 0.225  0.441
C2 0.293 0.621 0.079  0.108
C3 -0.402 -0.598 -0.101  -0.347
C4 1.769 0.743 -0.026  -0.344
C5 -1.878 -0.752 -0.115  -0.005
N1 2.467 -0.380 -0.113  0.286
H1 -0.265 1.456 0.504  0.161
H2 2.063 1.394 -0.889  0.196
H3 2.170 1.408 0.779  0.178
H4 -2.328 -0.005 -0.771  0.107
H5 -2.273 -0.625 0.895  0.113
H6 -2.128 -1.751 -0.467  0.104

E_HOMO (spin up / spin down)	-15.54 / -15.39	eV
gap between HOMO and LUMO (spin up / spin down)	7.860 / 7.898	eV
multiplicity	1
net charge	+1
LUMO (spin up / spin down)	-7.7 / -7.5	eV

=====

2.
DFT (ωB97M-V with the def2-TZVPD basis set) results for an isolated ion of composition C5H6N and charge +1 in a non-equilibrium geometry.

Each line ends with the Löwdin charge.
Cartesian coordinates (Å):
C1 -2.922 0.047 0.201  -0.163
C2 -2.144 -1.128 -0.002  0.023
C3 -0.851 -0.918 -0.127  -0.014
C4 -0.334 0.468 -0.175  0.127
C5 1.094 0.802 0.052  -0.016
N1 -3.350 1.128 0.048  0.244
H1 -2.827 -2.021 0.063  0.172
H2 -0.148 -1.729 -0.174  0.136
H3 -0.800 1.368 -0.460  0.120
H4 1.753 -0.099 0.336  0.136
H5 1.097 1.410 0.889  0.091
H6 1.627 1.475 -0.668  0.143

E_HOMO	-16.31	eV
gap between HOMO and LUMO	8.464	eV
multiplicity	1
net charge	+1
LUMO	-7.8	eV

=====

3.
DFT (ωB97M-V with the def2-TZVPD basis set) results for an isolated ion of composition C5H6N and charge +1 in a non-equilibrium geometry.

Each line ends with the Löwdin charge.
Cartesian coordinates (Å):
C1 -1.218 1.262 -0.090  0.064
C2 -0.461 -1.180 0.088  0.038
C3 -1.937 -0.887 -0.066  -0.017
C4 0.162 1.556 -0.074  0.000
C5 0.528 -0.047 0.152  -0.098
N1 -2.099 0.477 -0.109  0.182
H1 -0.042 -2.218 0.288  0.147
H2 -2.732 -1.663 -0.188  0.134
H3 0.378 1.921 -1.102  0.156
H4 0.369 2.288 0.673  0.131
H5 1.094 0.046 1.039  0.112
H6 1.425 -0.433 -0.397  0.152

SMILES	C1#[N+]C=CCC1
E_HOMO	-14.14	eV
gap between HOMO and LUMO	8.376	eV
multiplicity	1
net charge	+1
LUMO	-5.8	eV

=====

4.
DFT (ωB97M-V with the def2-TZVPD basis set) results for a 2-piece molecular cluster, C5H6N overall in a non-equilibrium geometry.

Each line ends with the Löwdin charge.
Cartesian coordinates (Å):
C1 0.141 0.280 0.738  0.059
C2 0.860 -0.766 0.796  0.089
C3 -0.432 2.681 0.708  0.154
C4 -0.637 1.397 0.544  -0.145
C5 0.127 -2.928 -1.956  0.132
N1 0.262 -2.042 -1.282  0.137
H1 0.867 -1.229 -0.311  0.030
H2 1.389 -1.317 1.612  0.140
H3 0.334 3.080 1.335  0.095
H4 -1.262 3.307 0.389  0.104
H5 -1.569 1.222 0.035  0.128
H6 -0.078 -3.686 -2.608  0.076

E_HOMO	-15.08	eV
gap between HOMO and LUMO	9.218	eV
multiplicity	1
net charge	+1
LUMO	-5.9	eV

=====

5.
DFT (ωB97M-V with the def2-TZVPD basis set) results for an isolated ion of composition C5H6N and charge +1 in a non-equilibrium geometry.

Each line ends with the Löwdin charge.
Cartesian coordinates (Å):
C1 -1.165 -0.971 0.097  -0.022
C2 -0.980 1.247 0.161  0.028
C3 0.916 -0.001 -0.781  0.000
C4 -0.617 0.204 -0.800  -0.077
C5 -0.881 0.195 0.933  0.006
N1 1.521 0.097 0.294  0.227
H1 -2.161 -1.145 -0.120  0.104
H2 -0.555 -1.861 0.240  0.125
H3 -1.114 2.304 0.061  0.132
H4 1.398 -0.520 -1.543  0.142
H5 2.500 -0.111 0.295  0.163
H6 1.138 0.562 1.164  0.171

SMILES	[NH2+]=C[C@@]12C=C1C2
E_HOMO	-14.32	eV
gap between HOMO and LUMO	9.163	eV
multiplicity	1
net charge	+1
LUMO	-5.2	eV

=====

6.
DFT (ωB97M-V with the def2-TZVPD basis set) results for C5H6N as an isolated structure in a non-equilibrium geometry.

Each line ends with the Löwdin charge.
Cartesian coordinates (Å):
C1 0.836 -0.862 1.097  0.011
C2 -0.189 -1.804 0.836  -0.063
C3 -0.433 0.486 -0.523  -0.117
C4 0.918 1.128 0.009  -0.115
C5 -0.722 -0.809 -0.062  0.174
N1 1.400 0.177 0.935  0.149
H1 0.113 -2.722 0.319  0.175
H2 -0.861 -2.092 1.650  0.171
H3 -1.307 1.095 -0.233  0.174
H4 -0.512 0.508 -1.621  0.163
H5 1.658 1.257 -0.786  0.140
H6 0.773 2.098 0.490  0.138

E_HOMO (spin up / spin down)	-14.15 / -14.15	eV
gap between HOMO and LUMO (spin up / spin down)	7.853 / 7.852	eV
multiplicity	1
net charge	+1
LUMO (spin up / spin down)	-6.3 / -6.3	eV

=====

7.
DFT (ωB97M-V with the def2-TZVPD basis set) results for C5H6N2 as an isolated structure.

Each line ends with the Löwdin charge.
Cartesian coordinates (Å):
C1 0.358 -0.822 1.670  -0.195
C2 -0.247 -1.679 0.534  -0.083
C3 -0.212 -0.343 -0.143  -0.413
N1 -0.555 0.055 -1.433  0.116
C4 -0.185 1.260 -1.586  -0.360
C5 0.524 2.356 -1.397  0.186
N2 0.265 0.384 0.809  0.109
H1 1.391 -1.059 1.935  0.101
H2 -0.238 -0.739 2.581  0.100
H3 0.395 -2.451 0.103  0.105
H4 -1.241 -2.088 0.722  0.106
H5 -0.288 1.861 -2.609  0.169
H6 0.077 3.312 -1.125  0.059

E_HOMO	-9.00	eV
gap between HOMO and LUMO	9.138	eV
multiplicity	1
LUMO	0.1	eV

=====

8.
DFT (ωB97M-V with the def2-TZVPD basis set) results for C5H6N2 as an isolated structure.

Each line ends with the Löwdin charge.
Cartesian coordinates (Å):
N1 -2.421 0.687 -1.325  0.169
C1 -1.389 0.173 -1.276  -0.175
C2 -0.028 -0.374 -1.244  -0.378
C3 1.111 0.418 -0.691  0.079
C4 0.567 1.004 0.618  -0.212
C5 -0.005 -0.318 1.138  -0.180
N2 0.202 -1.201 -0.050  0.006
H1 0.183 -0.926 -2.161  0.139
H2 1.136 -1.602 -0.082  0.120
H3 1.364 1.397 1.250  0.093
H4 -0.180 1.791 0.463  0.108
H5 0.537 -0.738 1.987  0.118
H6 -1.075 -0.312 1.372  0.114

E_HOMO	-8.94	eV
gap between HOMO and LUMO	9.103	eV
multiplicity	1
LUMO	0.2	eV

=====

9.
DFT (ωB97M-V with the def2-TZVPD basis set) results for C5H6N2 as an isolated structure in a non-equilibrium geometry.

Each line ends with the Löwdin charge.
Cartesian coordinates (Å):
N1 -2.071 -2.042 -0.441  0.167
C1 -1.185 -1.355 -0.746  -0.176
C2 -0.126 -0.481 -1.223  -0.273
C3 0.225 0.770 -0.518  -0.242
C4 -0.238 0.936 0.919  -0.203
C5 0.504 -0.309 1.420  0.073
N2 1.182 -0.401 -0.551  0.055
H1 -0.003 -0.500 -2.302  0.147
H2 0.504 1.623 -1.139  0.140
H3 0.139 1.886 1.328  0.108
H4 -1.332 0.899 1.027  0.107
H5 1.486 -0.006 1.809  0.060
H6 0.914 -1.022 0.416  0.036

E_HOMO	-8.94	eV
gap between HOMO and LUMO	8.654	eV
multiplicity	1
LUMO	-0.3	eV

=====

The evaluated energy for the records listed, in turn: -248.2671; -248.4741; -248.4559; -248.4373; -248.4200; -248.4055; -303.4412; -303.4726; -303.4112 Eh.